No. 1
The following is a DFT calculation (ωB97M-V with the def2-TZVPD basis set) of C49H39BF11FeN4P3Si as an isolated structure.

Calculated values
total charge	0
lowest unoccupied orbital energy (alpha / beta)	-1.88 / -1.89	eV
multiplicity	5
gap between HOMO and LUMO (alpha / beta)	6.14 / 6.24	eV
E_tot	-5810.42246	Eh

Each line ends with the Löwdin spin population.
Geometry (Å):
Fe (-0.55807, -0.49250, -0.31828)  3.666
C (2.80347, -2.18690, 2.14399)  -0.001
Si (1.24304, -1.15027, 1.61128)  -0.036
C (0.84855, -0.01633, 3.08944)  -0.001
C (1.54655, -0.16252, 4.28833)  0.000
C (1.43301, 0.76316, 5.31109)  0.000
C (0.61107, 1.86914, 5.15011)  0.000
C (-0.10988, 2.01892, 3.97972)  0.001
C (-0.00832, 1.07839, 2.95267)  -0.001
P (-1.01575, 1.24385, 1.41594)  0.028
C (-2.71303, 1.08879, 2.12560)  0.005
C (-3.20585, 2.03827, 2.99428)  0.002
C (-4.41339, 1.85472, 3.66324)  0.001
C (-5.16520, 0.69298, 3.49502)  0.000
C (-4.73045, -0.24841, 2.60960)  0.001
C (-3.56660, -0.04034, 1.78332)  0.000
C (-0.80451, 3.05908, 1.18507)  0.005
C (0.50079, 3.54968, 1.26979)  0.003
C (0.76033, 4.89579, 1.07654)  0.000
C (-0.27813, 5.77066, 0.78849)  0.003
C (-1.57101, 5.28415, 0.66865)  0.000
C (-1.83465, 3.93400, 0.85056)  0.003
C (2.52503, 0.12875, 0.76245)  -0.027
C (3.41423, 0.77761, 1.63471)  -0.003
C (4.59760, 1.32502, 1.17690)  -0.001
C (4.95451, 1.21316, -0.16311)  0.002
C (4.07154, 0.63053, -1.04677)  0.000
C (2.85341, 0.11746, -0.58529)  0.005
P (1.53412, -0.45741, -1.70271)  0.030
C (1.78814, 0.80354, -3.01765)  0.003
C (1.82318, 0.53935, -4.38008)  0.002
C (2.09832, 1.55664, -5.28703)  0.000
C (2.32800, 2.84735, -4.84771)  0.002
C (2.26948, 3.12812, -3.48887)  0.000
C (1.99805, 2.11875, -2.58674)  0.002
C (2.28589, -1.96365, -2.43135)  0.004
C (1.72490, -2.56698, -3.56046)  0.003
C (2.29987, -3.70070, -4.10875)  0.000
C (3.42642, -4.26470, -3.52664)  0.003
C (3.96478, -3.69729, -2.38358)  0.000
C (3.40063, -2.55292, -1.83829)  0.003
H (3.59578, -1.53586, 2.51353)  0.000
H (3.22607, -2.74233, 1.30442)  0.000
H (2.57226, -2.91625, 2.92374)  0.000
H (2.20243, -1.01553, 4.41606)  0.000
H (1.99865, 0.63681, 6.22569)  0.000
H (0.52709, 2.61181, 5.93317)  0.000
H (-0.73334, 2.89368, 3.86349)  0.000
H (-2.63476, 2.92672, 3.21020)  0.000
H (-4.74512, 2.61359, 4.36049)  0.000
H (-6.06517, 0.54231, 4.07486)  0.000
H (-5.27964, -1.16769, 2.45339)  0.000
H (-3.03079, -0.97544, 1.58308)  0.000
H (1.31482, 2.86899, 1.49617)  0.000
H (1.77555, 5.26323, 1.15463)  0.000
H (-0.07768, 6.82534, 0.65203)  0.000
H (-2.38452, 5.95516, 0.42446)  0.000
H (-2.84243, 3.56942, 0.71756)  0.000
H (3.17993, 0.84981, 2.68792)  0.000
H (5.26015, 1.82227, 1.87514)  0.000
H (5.90581, 1.59397, -0.51268)  0.000
H (4.30643, 0.57526, -2.10268)  0.000
H (1.66112, -0.45881, -4.75657)  0.000
H (2.13705, 1.33238, -6.34523)  0.000
H (2.55857, 3.63330, -5.55530)  0.000
H (2.43714, 4.13702, -3.13295)  0.000
H (1.97707, 2.34526, -1.52952)  0.000
H (0.81850, -2.16599, -3.99624)  0.000
H (1.85996, -4.15238, -4.98870)  0.000
H (3.87467, -5.15128, -3.95616)  0.000
H (4.82901, -4.14588, -1.91052)  0.000
H (3.82996, -2.12235, -0.94401)  0.000
B (-2.14641, -0.72344, -3.64430)  0.000
N (-1.73421, 0.66220, -3.04799)  0.003
C (-2.14251, 1.79736, -3.62250)  0.006
C (-1.62789, 2.86979, -2.91787)  0.001
C (-0.90210, 2.27640, -1.89488)  0.007
N (-0.96475, 0.94320, -1.97562)  0.046
N (-1.76814, -1.84847, -2.66729)  0.005
C (-2.31454, -3.04839, -2.48030)  0.017
C (-1.49144, -3.78674, -1.63470)  0.005
C (-0.44215, -2.92861, -1.33887)  0.019
N (-0.62248, -1.76453, -1.97881)  0.050
H (-1.51918, -0.88178, -4.67338)  0.000
H (-3.32610, -0.73183, -3.84587)  0.000
H (-2.77739, 1.76508, -4.49187)  0.001
H (-1.76824, 3.91979, -3.10697)  0.000
H (-0.33296, 2.75784, -1.12630)  0.000
H (-3.24027, -3.32017, -2.95979)  0.001
H (-1.64727, -4.79031, -1.27878)  0.000
H (0.46247, -3.10831, -0.78419)  0.002
F (1.45552, -4.23906, 0.83731)  0.000
C (0.40230, -4.01504, 1.65047)  -0.002
C (0.11045, -2.73475, 2.08842)  -0.013
C (-0.98278, -2.65733, 2.94445)  -0.002
F (-1.40794, -1.47843, 3.43769)  0.000
C (-1.75493, -3.74887, 3.29410)  0.000
F (-2.81890, -3.58711, 4.09395)  0.000
C (-1.43754, -5.00565, 2.81364)  -0.001
F (-2.17600, -6.06380, 3.13817)  0.000
C (-0.33901, -5.13565, 1.98935)  0.000
F (0.00902, -6.33929, 1.52602)  0.000
F (-2.78898, -0.06546, -0.63081)  0.019
P (-4.33559, 0.20437, -0.07326)  0.001
F (-5.80179, 0.49638, 0.51119)  0.000
F (-1.58679, -1.71770, 0.62472)  0.127
F (-4.59633, -1.37769, -0.06937)  0.001
F (-4.84019, 0.33954, -1.58047)  0.001
F (-3.98955, 1.79301, -0.01821)  0.000

***

No. 2
The following is a DFT calculation (ωB97M-V with the def2-TZVPD basis set) of one molecule with the formula C6H11N.

Calculated values
total charge	0
lowest unoccupied orbital energy	1.23	eV
multiplicity	1
gap between HOMO and LUMO	9.24	eV
relative energy (zero: lowest compared OMol25 entry of this formula, charge and spin)	45.1	kcal per mole
E_tot	-289.89976	Eh

Each line ends with the natural charge from an NBO analysis.
Geometry (Å):
C (1.57010, 2.74370, 0.79577)  -0.654
C (0.93147, 1.89438, -0.25961)  -0.214
C (0.99949, 0.55883, -0.24512)  -0.149
C (0.11591, -0.36438, -1.05306)  -0.457
C (-0.43156, -1.48539, -0.19146)  -0.270
C (-1.73580, -1.74064, -0.12208)  -0.004
N (-2.36610, -2.80284, 0.50846)  -0.829
H (1.63524, 3.80831, 0.58675)  0.216
H (2.62312, 2.44911, 0.86408)  0.213
H (1.18959, 2.56726, 1.79597)  0.219
H (0.83711, 2.31396, -1.26577)  0.198
H (1.60428, 0.08455, 0.52784)  0.176
H (0.75448, -0.87038, -1.78986)  0.206
H (-0.68270, 0.24265, -1.46668)  0.214
H (0.36716, -2.02446, 0.30353)  0.190
H (-2.35010, -1.21509, -0.85115)  0.185
H (-3.28423, -2.68178, 0.89162)  0.383
H (-1.77746, -3.47778, 0.97075)  0.378